Computed, not measured: a cluster of 9 separate species, C27H49Cl16N3O3P in total in a non-equilibrium geometry, with ωB97M-V/def2-TZVPD.

The geometry in XYZ format:
```
99
Properties=species:S:1:pos:R:3:forces:R:3
C -2.628261 0.855663 -2.166762 -0.10 0.13 0.19
C -1.621217 -0.241055 -1.819385 -0.45 -0.93 0.44
C -2.370986 -1.571225 -1.987946 0.08 0.11 -0.50
C -1.165765 -0.073847 -0.349058 0.28 -0.14 -0.29
C 0.301953 -0.415957 -0.016890 -0.89 0.19 -0.48
C 0.530860 -0.014257 1.462166 0.30 -0.39 -0.16
C 1.919958 0.433111 1.925438 -0.18 -0.17 0.51
C 2.995419 -0.633827 2.108366 0.40 0.62 -0.20
N 3.722059 -0.848149 0.858621 0.20 -0.23 0.02
C 4.683802 -1.968841 0.869282 -0.80 0.17 -0.17
C 4.162878 -3.055901 -0.033551 0.36 -0.37 0.12
C 3.598775 -4.219548 0.477090 0.03 -0.10 -0.57
C 3.054065 -5.174751 -0.378661 -0.03 0.00 -0.11
C 3.068816 -4.977471 -1.754550 0.22 0.16 0.33
C 3.667768 -3.834018 -2.280701 -0.25 -0.11 0.12
C 4.209112 -2.889784 -1.418364 -0.18 0.12 0.01
O 4.811328 -1.742951 -1.900798 -0.05 -0.01 0.16
P 0.661815 -2.270421 0.010892 0.86 0.22 0.67
N -0.828930 -2.921305 0.579992 0.02 0.04 -0.20
O 0.607341 -2.790194 -1.555322 -0.52 0.27 0.06
C 1.262193 0.250984 -1.004950 -0.24 -0.70 -0.28
C 0.712149 0.543254 -2.421204 0.85 -0.23 0.02
C 1.822230 0.210921 -3.432897 -0.03 0.01 -0.01
C 0.420988 2.039917 -2.546592 0.04 0.23 0.07
N -0.472054 -0.282620 -2.776803 -0.48 2.01 0.18
O -0.828873 -0.082875 -3.991864 0.15 -0.78 -0.17
H -2.233237 1.860391 -2.028123 0.07 0.03 -0.16
H -3.463626 0.753267 -1.471999 0.01 0.01 0.07
H -3.027793 0.731834 -3.169729 0.15 0.05 -0.12
H -3.308369 -1.540864 -1.435319 0.04 -0.05 0.16
H -2.611793 -1.706839 -3.043844 -0.01 0.01 -0.03
H -1.768953 -2.412671 -1.674356 -0.01 -0.07 0.07
H -1.395746 0.942121 -0.017299 0.22 -0.04 -0.13
H -1.784005 -0.739163 0.254105 -0.15 0.13 0.06
H 0.265619 -0.898683 2.058068 -0.09 0.15 0.27
H -0.182572 0.757880 1.751966 -0.05 0.07 -0.12
H 1.752505 0.878986 2.907825 0.05 0.07 0.03
H 2.329065 1.236929 1.310077 -0.06 0.05 -0.07
H 3.697365 -0.253891 2.867176 -0.08 -0.19 0.21
H 2.565399 -1.559169 2.491218 0.00 -0.15 -0.23
H 4.227721 -0.000712 0.639089 -0.10 0.09 -0.04
H 5.646090 -1.609292 0.512604 0.14 -0.10 0.11
H 4.773282 -2.372270 1.880490 0.26 0.02 0.05
H 3.558592 -4.382006 1.546115 0.03 0.09 0.07
H 2.599351 -6.071439 0.021112 0.00 0.00 0.06
H 2.629122 -5.715575 -2.411352 -0.01 0.01 -0.07
H 3.670416 -3.671185 -3.352072 0.19 -0.04 0.26
H 4.275027 -1.376972 -2.610280 0.04 -0.05 -0.15
H -0.705037 -3.189755 1.546279 -0.06 -0.19 0.02
H -1.109549 -3.738884 0.051515 -0.08 0.02 -0.02
H 1.468779 -2.600051 -1.943716 0.13 -0.30 -0.09
H 1.637960 1.202042 -0.631533 0.10 -0.03 0.15
H 2.119073 -0.423007 -1.105046 0.22 0.25 0.10
H 1.812184 -0.850294 -3.687690 -0.02 -0.05 -0.01
H 1.725427 0.787588 -4.349858 -0.11 -0.10 -0.10
H 2.789585 0.455299 -2.990527 0.03 0.09 0.03
H 1.379057 2.563402 -2.514250 0.04 0.01 0.02
H -0.170855 2.430423 -1.718839 -0.12 -0.08 -0.01
H -0.047809 2.288446 -3.496786 -0.15 -0.11 -0.01
C 1.760247 -3.985228 -6.363525 -0.14 0.02 0.07
Cl 3.115396 -3.128805 -5.620649 -0.03 0.13 -0.34
Cl 2.230756 -5.594570 -6.925358 0.02 0.01 -0.05
H 0.979193 -4.092258 -5.619211 0.03 -0.01 0.03
H 1.404372 -3.410420 -7.209451 0.07 0.00 -0.03
C -4.155600 1.716558 2.132520 -0.02 0.00 0.13
Cl -4.437175 0.165408 1.336251 0.03 -0.01 -0.05
Cl -2.592899 2.445909 1.722656 -0.12 0.10 0.02
H -4.941278 2.399118 1.835654 0.00 -0.01 -0.05
H -4.172552 1.554071 3.201336 0.04 -0.03 0.02
C -0.024557 -7.701365 -5.241671 -0.04 -0.01 0.00
Cl 1.015919 -8.023252 -3.849148 0.04 0.02 -0.01
Cl -1.712488 -8.116686 -4.918066 0.00 0.00 -0.03
H 0.032197 -6.647238 -5.475711 -0.03 0.02 0.05
H 0.324525 -8.293584 -6.078503 0.00 -0.05 0.03
C 0.500310 3.372911 5.167057 0.02 0.00 -0.01
Cl 0.674983 3.486989 3.409990 -0.01 0.12 -0.02
Cl -0.243897 1.845598 5.653316 -0.01 -0.01 0.03
H 1.482443 3.433881 5.622820 -0.14 -0.10 -0.20
H -0.131153 4.186540 5.504266 -0.05 -0.02 -0.03
C 3.081999 2.835276 8.972686 0.02 -0.05 0.05
Cl 2.689424 1.181139 8.504212 0.00 0.00 0.01
Cl 2.603900 4.006517 7.731499 0.14 0.11 0.22
H 2.551636 3.074265 9.886145 -0.05 0.00 -0.03
H 4.152593 2.912065 9.116538 0.01 0.00 -0.06
C -5.482739 4.049349 5.197113 0.02 0.18 0.02
Cl -6.415774 2.602203 4.801908 0.04 0.00 -0.03
Cl -3.786566 3.943181 4.686195 -0.04 -0.05 0.05
H -5.910376 4.890147 4.665959 -0.10 -0.05 0.05
H -5.514728 4.193803 6.269813 0.05 -0.04 0.01
C -5.743032 5.398773 1.332551 0.07 -0.09 -0.06
Cl -6.624559 6.290953 2.586152 0.02 0.08 -0.06
Cl -6.678316 4.027973 0.719792 0.00 0.03 -0.02
H -5.537946 6.080111 0.514196 -0.15 -0.22 0.14
H -4.817970 5.026178 1.761552 -0.03 -0.02 0.04
C -3.756740 7.647963 -1.636760 0.03 -0.01 -0.04
Cl -3.730755 5.887489 -1.790763 0.01 0.00 -0.01
Cl -4.570011 8.166275 -0.151205 0.11 0.32 -0.09
H -2.736226 8.009425 -1.610934 0.01 -0.03 0.05
H -4.292256 8.062599 -2.481791 -0.05 -0.03 0.02
```
Forces are in eV/Å.

- relative energy (zero: lowest compared OMol25 entry of this formula, charge and spin) (eV) = 0.000
- max |F| (eV/Å) = 2.07
- spin multiplicity = 2
- charge = 0
- gap between HOMO and LUMO (spin up / spin down) (hartree) = 0.281 / 0.281